C35H76Br3F3N10O12 as an isolated structure at a distorted geometry. Source: the OMol25 dataset; level of theory: ωB97M-V with the def2-TZVPD basis set.

Atoms and positions in Å:
C: 2.5453 -2.0044 2.4445
C: 2.1019 -2.0282 3.8994
O: 2.6855 -1.3578 4.7469
N: 1.1045 -2.8811 4.1850
C: 0.5577 -3.0034 5.5241
H: 2.3663 -1.0211 2.0160
H: 2.0925 -2.8292 1.8952
H: 3.6175 -2.2043 2.4630
H: 0.7037 -3.5514 3.5415
H: -0.3907 -2.4587 5.5522
H: 1.2623 -2.7694 6.3153
H: 0.2902 -4.0544 5.6763
C: -2.4935 3.6762 6.7897
C: -1.9878 2.3556 6.2789
O: -0.8150 2.0150 6.3807
N: -2.9077 1.5752 5.6805
C: -2.5995 0.2259 5.2053
H: -3.5286 3.6192 7.1165
H: -2.3162 4.3807 5.9729
H: -1.8874 4.0422 7.6152
H: -3.8016 1.9006 5.3616
H: -2.4584 -0.4292 6.0701
H: -1.6913 0.1625 4.6126
H: -3.5015 -0.1650 4.7393
C: 4.3820 -0.2449 -3.5426
C: 3.3162 0.2570 -4.4873
O: 2.3093 -0.4123 -4.6633
N: 3.5765 1.3630 -5.2331
C: 2.6840 1.8117 -6.2825
H: 4.2194 -1.3151 -3.4587
H: 4.4133 0.2065 -2.5542
H: 5.3407 -0.1672 -4.0670
H: 4.5217 1.7012 -5.2699
H: 2.9332 2.8504 -6.5024
H: 1.6438 1.7737 -5.9746
H: 2.8427 1.2349 -7.1963
C: 4.8388 2.5465 1.2518
C: 5.0865 1.4144 2.2444
O: 5.1320 0.2624 1.8285
N: 5.3952 1.7737 3.4956
C: 5.5532 0.8029 4.5741
H: 3.7480 2.6260 1.1635
H: 5.1241 2.1910 0.2643
H: 5.2757 3.5112 1.4944
H: 5.2919 2.7436 3.7351
H: 6.5907 0.4883 4.6806
H: 4.9370 -0.0768 4.3916
H: 5.2250 1.2571 5.5077
C: -6.5073 2.6212 -2.3327
C: -5.2758 2.3989 -1.4905
O: -4.5092 3.3337 -1.2833
N: -5.1667 1.2100 -0.8862
C: -3.9819 0.9288 -0.0777
H: -6.2125 2.6409 -3.3810
H: -7.0155 3.5170 -1.9813
H: -7.2806 1.8579 -2.2079
H: -5.5471 0.3784 -1.3058
H: -3.8304 1.6693 0.7079
H: -3.1001 0.9662 -0.7202
H: -4.1040 -0.0276 0.4244
C: -3.3517 6.4999 -2.2429
C: -1.9996 5.9146 -1.8900
O: -0.9461 6.4204 -2.2684
N: -2.0077 4.7960 -1.1490
C: -0.8410 3.9891 -0.8298
H: -4.1449 5.7603 -2.2125
H: -3.2713 7.0866 -3.1545
H: -3.4780 7.2858 -1.4885
H: -2.8878 4.3616 -0.9007
H: -1.1856 3.0210 -0.4781
H: -0.1557 4.4870 -0.1465
H: -0.2861 3.8504 -1.7633
C: 1.4865 0.4829 -0.6052
C: 0.5350 -0.5131 0.0292
O: 0.5752 -1.6801 -0.3304
N: -0.2766 -0.0332 1.0027
C: -1.2667 -0.8417 1.6784
H: 2.3603 0.6377 0.0275
H: 0.9291 1.4184 -0.6878
H: 1.7421 0.1032 -1.5905
H: -0.0775 0.8432 1.4629
H: -0.9910 -1.1244 2.6962
H: -1.4905 -1.7964 1.2007
H: -2.2366 -0.3405 1.6814
C: 3.1254 -2.9642 -1.6153
C: 3.8256 -4.2421 -2.0276
O: 3.1668 -5.2102 -2.3784
N: 5.1671 -4.2447 -1.9262
C: 5.9677 -5.4146 -2.2747
H: 3.7004 -2.2086 -1.0889
H: 2.2975 -3.3138 -1.0052
H: 2.6584 -2.6402 -2.5489
H: 5.6482 -3.3899 -1.7180
H: 7.0229 -5.1503 -2.2094
H: 5.7881 -5.6824 -3.3145
H: 5.7724 -6.2210 -1.5728
C: -0.8172 -6.4704 0.9888
C: -0.1873 -5.0870 0.9379
O: 0.2358 -4.5127 1.9364
N: -0.0542 -4.5281 -0.2764
C: -0.5935 -4.9871 -1.5369
H: -0.4733 -7.1155 0.1791
H: -1.8897 -6.2912 0.8925
H: -0.5454 -7.0033 1.8948
H: 0.3161 -3.5917 -0.3465
H: -0.5806 -4.0981 -2.1676
H: -1.6167 -5.3574 -1.5747
H: 0.0820 -5.7234 -1.9836
C: -0.7839 3.7062 3.0347
C: 0.4434 2.8500 2.8484
O: 0.9708 2.7257 1.7454
N: 0.8706 2.2634 3.9740
C: 1.9832 1.3397 3.9358
H: -1.6690 3.1209 2.7543
H: -0.7940 4.5978 2.4130
H: -1.0022 3.9906 4.0647
H: 0.2950 2.2370 4.8099
H: 2.4885 1.2592 2.9733
H: 1.6398 0.3106 4.0638
H: 2.7729 1.5603 4.6509
C: -5.2416 -0.1147 -6.0311
C: -3.7530 -0.2413 -6.2134
O: -3.1065 -0.0672 -4.9492
C: -1.7936 -0.2730 -4.8999
O: -1.1014 -0.5583 -5.8302
C: -1.2208 -0.2144 -3.4693
F: -0.4493 0.8893 -3.3794
F: -2.1801 -0.0928 -2.5369
F: -0.5038 -1.2958 -3.2211
H: -5.6949 -0.3799 -6.9818
H: -5.5109 0.8729 -5.6643
H: -5.4698 -0.8262 -5.2303
H: -3.3883 0.5426 -6.8881
H: -3.4240 -1.1590 -6.7033
C: -4.0104 -2.9628 -2.7450
Br: -5.6177 -4.0345 -2.5615
Br: -2.9154 -3.6008 -4.2357
Br: -3.0716 -2.9759 -1.0531
H: -4.3104 -1.9400 -2.9279

The value obtained for the LUMO energy is -0.319 eV. The HOMO energy is -8.7765 eV. The calculation puts the largest force on an atom at 1.997 eV/A. Its molecular weight is 1125.8 g mol⁻¹. The calculation puts the total energy at -295283.598 eV.